No. 1
This record from the Open Molecules 2025 dataset describes a 3-piece molecular cluster, C15H19F16N4O2S overall at a distorted geometry. The level of theory is ωB97M-V/def2-TZVPD.

Properties
HOMO-LUMO gap = 8.650 eV
Maximum force = 1.36 eV/Å
Calculated total energy = -80226.6336 eV
Highest occupied orbital energy = -12.50 eV

Geometry as ORCA input:
```
! wB97M-V def2-TZVPD RIJCOSX def2/J DEFGRID3
* xyz 1 1
N 9.204 -0.877 -1.485
C 8.250 0.074 -1.215
N 7.946 0.646 -0.078
C 6.961 1.505 -0.343
N 6.635 1.484 -1.628
C 5.626 2.217 -2.417
C 4.485 1.294 -2.815
C 3.498 1.049 -1.649
S 2.594 -0.511 -1.872
N 7.448 0.575 -2.201
H 9.016 -1.848 -1.311
H 10.100 -0.625 -1.861
H 6.472 2.161 0.351
H 6.109 2.670 -3.272
H 5.274 3.026 -1.787
H 4.865 0.325 -3.114
H 3.964 1.692 -3.676
H 4.063 1.004 -0.726
H 2.771 1.850 -1.647
H 3.519 -1.415 -1.528
H 7.415 0.339 -3.182
C -1.435 1.670 -1.117
C -0.519 2.908 -1.207
C 0.432 3.176 -0.037
F -0.226 3.448 1.099
F 1.204 4.252 -0.340
F -1.245 4.006 -1.480
F 0.310 2.704 -2.281
O -2.788 1.873 -0.747
C -3.219 1.832 0.562
C -3.881 3.146 0.986
F -3.000 4.162 0.904
F -4.287 3.032 2.269
F -2.244 1.459 1.414
F -4.173 0.875 0.629
H -1.506 1.298 -2.139
H -0.973 0.865 -0.544
H 1.092 2.317 0.124
H -4.739 3.361 0.346
C -4.866 -2.170 2.103
C -3.903 -3.064 1.299
C -4.449 -3.804 0.075
F -5.386 -4.706 0.413
F -3.427 -4.471 -0.516
F -3.276 -3.930 2.122
F -2.946 -2.222 0.802
O -5.385 -2.674 3.324
C -6.576 -3.365 3.405
C -6.375 -4.766 3.987
F -5.561 -5.496 3.200
F -7.573 -5.388 4.055
F -7.240 -3.397 2.233
F -7.361 -2.697 4.280
H -4.244 -1.335 2.424
H -5.640 -1.733 1.473
H -4.866 -3.099 -0.649
H -5.942 -4.700 4.987
*
```

natural (NBO) atomic charge list, values in e, 8 entries: -0.877, 0.569, -0.412, 0.262, -0.111, -0.229, -0.429, -0.529

No. 2
This record from the Open Molecules 2025 dataset describes a 11-piece molecular cluster, C5H35N2O10 overall at a distorted geometry. The level of theory is ωB97M-V/def2-TZVPD.

Properties
HOMO-LUMO gap = 9.106 eV
Maximum force = 3.13 eV/Å
Calculated total energy = -29203.0075 eV
Highest occupied orbital energy = -11.60 eV

Geometry as ORCA input:
```
! wB97M-V def2-TZVPD RIJCOSX def2/J DEFGRID3
* xyz 1 1
N -0.886 -1.841 -0.290
C -1.706 -0.964 -1.150
C -2.895 -1.834 -1.639
C -2.138 0.338 -0.410
N -1.338 0.534 0.829
C -2.206 0.875 1.967
C -3.103 2.114 1.727
H -0.425 -2.594 -0.839
H -0.072 -1.363 0.111
H -1.331 -2.345 0.489
H -1.070 -0.715 -1.996
H -3.789 -1.218 -1.540
H -2.971 -2.808 -1.166
H -2.755 -2.034 -2.696
H -1.986 1.149 -1.126
H -3.209 0.293 -0.227
H -0.534 1.068 0.555
H -2.669 -0.032 2.324
H -1.461 1.216 2.694
H -3.689 2.018 0.820
H -2.347 2.899 1.689
H -3.842 2.229 2.517
H 1.127 -3.254 2.575
H 1.058 -1.845 1.872
O 0.578 -2.691 2.032
H 4.903 0.308 0.526
H 3.762 1.282 1.148
O 4.056 0.727 0.410
H 0.621 2.172 -1.477
H 1.711 2.853 -0.731
O 1.423 1.970 -0.959
H -2.595 -3.423 2.567
H -1.729 -2.133 2.329
O -2.520 -2.623 2.032
H 3.138 -1.457 -1.166
H 4.204 -1.763 -0.120
O 3.701 -2.188 -0.822
H 2.348 0.747 -1.983
H 2.878 -0.282 -3.058
O 2.355 -0.218 -2.231
H 3.708 3.179 0.667
H 2.809 4.211 1.486
O 2.825 3.385 1.008
H -0.170 4.759 -1.924
H -1.053 4.181 -0.864
O -0.603 3.946 -1.687
H 1.646 1.312 1.422
H 2.151 0.026 0.696
O 1.459 0.378 1.282
H 0.918 -4.242 -2.413
H 1.254 -2.912 -2.739
O 0.456 -3.388 -2.517
*
```

natural (NBO) atomic charge list, values in e, 8 entries: -0.708, -0.055, -0.625, -0.244, -0.677, -0.214, -0.627, 0.461

No. 3
This record from the Open Molecules 2025 dataset describes a 3-piece molecular cluster, C28H44Br2F7N2O10P2 overall at a distorted geometry. The level of theory is ωB97M-V/def2-TZVPD.

Properties
HOMO-LUMO gap = 5.471 eV
Maximum force = 8.95 eV/Å
Calculated total energy = -230872.9103 eV
Highest occupied orbital energy = -11.35 eV

Geometry as ORCA input:
```
! wB97M-V def2-TZVPD RIJCOSX def2/J DEFGRID3
* xyz 1 1
O -3.721 -2.671 4.534
C -4.079 -1.849 3.645
Br -3.527 0.030 3.901
C -4.976 -2.387 2.399
C -4.420 -1.920 0.976
C -4.961 -0.673 0.307
C -6.077 0.158 1.148
C -7.533 -0.503 0.923
C -8.426 -0.427 2.255
F -8.781 -1.750 2.712
N -4.671 -0.097 -0.923
N -3.737 -0.810 -1.560
C -3.504 -0.148 -2.913
C -2.546 1.117 -2.625
O -1.562 1.130 -1.865
Br -3.027 2.832 -3.543
C -3.041 -1.963 -1.139
C -1.926 -2.569 -2.104
F -2.608 -3.171 -3.224
F -1.128 -3.603 -1.583
F -0.954 -1.604 -2.541
C -3.311 -2.674 0.192
C -2.698 -3.988 0.823
C -1.217 -3.706 1.453
C -1.195 -3.728 3.046
F -0.819 -2.520 3.725
C -1.474 -4.840 3.865
F -1.308 -4.720 5.266
F -1.945 -6.095 3.403
H -4.950 -3.540 2.506
H -6.089 -2.116 2.574
H -5.822 0.233 2.259
H -6.150 1.249 0.764
H -8.087 0.056 0.081
H -7.406 -1.587 0.531
H -9.405 0.158 2.118
H -7.844 0.107 3.090
H -4.485 0.305 -3.331
H -3.135 -0.857 -3.718
H -3.315 -4.491 1.638
H -2.538 -4.793 0.006
H -0.755 -2.725 1.049
H -0.491 -4.538 1.105
O 3.633 2.565 3.314
P 3.452 1.041 3.302
O 2.713 0.933 4.783
C 1.320 1.229 4.812
C 0.500 0.210 4.037
O 5.037 0.768 3.718
C 6.035 1.782 3.614
C 6.115 2.615 4.885
O 3.225 -0.654 3.157
C 4.242 -1.605 3.483
C 4.565 -1.695 4.969
H 1.152 2.235 4.416
H 1.007 1.225 5.859
H 0.744 0.236 2.969
H -0.569 0.418 4.139
H 0.699 -0.802 4.391
H 5.872 2.401 2.729
H 6.995 1.281 3.459
H 5.136 2.950 5.234
H 6.742 3.497 4.729
H 6.543 2.021 5.695
H 5.135 -1.413 2.884
H 3.869 -2.581 3.162
H 4.743 -0.734 5.446
H 5.455 -2.311 5.120
H 3.728 -2.150 5.511
O 0.856 2.105 -6.591
P 2.108 1.604 -5.856
O 1.901 2.527 -4.493
C 0.977 2.027 -3.533
C 1.454 0.728 -2.900
O 3.119 2.576 -6.747
C 2.702 3.193 -7.963
C 2.053 4.546 -7.706
O 3.482 0.923 -5.087
C 4.813 1.387 -5.321
C 5.099 2.781 -4.774
H 0.000 1.886 -4.006
H 0.865 2.788 -2.758
H 1.512 -0.076 -3.642
H 0.765 0.408 -2.115
H 2.449 0.847 -2.470
H 2.050 2.530 -8.535
H 3.595 3.341 -8.578
H 1.304 4.511 -6.912
H 1.574 4.922 -8.613
H 2.807 5.267 -7.384
H 5.052 1.311 -6.384
H 5.481 0.686 -4.813
H 4.357 3.527 -5.048
H 6.070 3.130 -5.134
H 5.117 2.760 -3.679
*
```

Mulliken atomic charge list, values in e, 8 entries: -0.468, 0.435, -0.110, -0.759, -0.335, 0.379, -0.469, -0.522

No. 4
This record from the Open Molecules 2025 dataset describes the molecule C11H10N2O2 at a distorted geometry. The level of theory is ωB97M-V/def2-TZVPD.

Properties
HOMO-LUMO gap = 7.700 eV
Maximum force = 2.58 eV/Å
Calculated total energy = -18641.9476 eV
SMILES = N#CC1=CC[C@@H](c2cc(O)[nH]c2O)C=C1
Highest occupied orbital energy = -7.43 eV

Geometry as ORCA input:
```
! wB97M-V def2-TZVPD RIJCOSX def2/J DEFGRID3
* xyz 0 1
N -4.642 -1.716 0.069
C -3.666 -1.112 0.089
C -2.588 -0.161 0.039
C -2.071 0.366 1.167
C -0.961 1.342 1.127
C 0.019 1.251 -0.105
C 1.078 0.226 -0.020
C 0.948 -1.173 -0.169
C 2.117 -1.792 -0.119
O 2.564 -3.029 -0.302
N 3.048 -0.823 0.082
C 2.429 0.417 0.120
O 3.240 1.475 0.205
C -0.916 0.979 -1.348
C -2.019 0.280 -1.277
H -2.580 0.048 2.155
H -1.399 2.366 0.955
H -0.434 1.464 2.040
H 0.417 2.311 -0.010
H 0.091 -1.707 -0.345
H 1.799 -3.603 -0.388
H 4.049 -0.976 0.122
H 2.704 2.197 0.411
H -0.592 1.195 -2.375
H -2.634 0.174 -2.121
*
```

natural (NBO) atomic charge list, values in e, 8 entries: -0.310, 0.274, -0.207, -0.069, -0.449, -0.236, -0.203, -0.389